Record 1
ORCA calculation (ωB97M-V/def2-TZVPD) on a molecular structure, C2H6CoO2 in a non-equilibrium geometry.

Values from the calculation:
* multiplicity: 5
* ⟨S²⟩: 6.004
* total charge: +1
* F_max: 4.46 eV/A
* LUMO level (spin up / spin down): -6.2 / -6.2 eV
* HOMO level (spin up / spin down): -11.2 / -16.4 eV

Each line ends with the Löwdin charge.
Geometry (Å):
C 0.137 0.017 1.658  -0.018
C 0.414 -0.903 0.536  -0.075
O 0.555 -0.459 -0.671  -0.260
H 0.122 -0.565 2.590  0.106
H 0.884 0.819 1.733  0.099
H -0.865 0.464 1.537  0.129
H 0.184 -1.973 0.633  0.160
H -0.546 -0.475 -1.650  0.295
Co 0.939 1.313 -1.390  0.801
O -0.492 0.660 -2.418  -0.297
H -1.331 1.103 -2.557  0.060

Record 2
ORCA calculation (ωB97M-V/def2-TZVPD) on a molecular structure, C2H6ErFO2 in a non-equilibrium geometry.

Values from the calculation:
* multiplicity: 4
* ⟨S²⟩: 3.752
* total charge: +2
* F_max: 4.80 eV/A
* LUMO level (spin up / spin down): -11.5 / -11.3 eV
* HOMO level (spin up / spin down): -19.6 / -19.6 eV

Each line ends with the Löwdin charge.
Geometry (Å):
F -1.581 -0.730 1.824  -0.293
Er -1.760 0.032 -0.330  2.161
O -1.705 -0.082 -2.433  -0.388
H -1.133 0.375 -3.049  0.022
C -3.075 -3.365 2.426  0.000
O -2.313 -2.455 3.230  -0.049
C -1.207 -1.973 2.733  -0.094
H -2.405 -4.083 1.935  0.114
H -3.757 -3.884 3.105  0.124
H -3.650 -2.807 1.677  0.093
H -0.596 -1.468 3.483  0.163
H -0.672 -2.595 2.007  0.146